A cluster of 4 separate species, C6H21NO3 in total. Source: the OMol25 dataset; level of theory: the ωB97M-V functional and the def2-TZVPD basis.

Properties
molar mass = 155.24 g mol⁻¹
total energy = -14192.3136 eV
multiplicity = 1
gap between HOMO and LUMO = 8.69 eV
charge = 0
SMILES string = CCCC[C@H](C)N.O.O.O
largest force on an atom = 5.229 eV Å⁻¹

Atoms and positions in Å:
C 0.51 3.13 -1.06
C 0.08 1.78 -1.54
C -0.99 1.36 -0.52
C -0.51 0.32 0.51
C -0.77 -1.15 -0.14
C -2.26 -1.29 -0.59
N -0.40 -2.26 0.75
H 0.06 3.62 -0.01
H 1.48 3.29 -0.82
H 0.30 4.02 -1.81
H -0.32 1.92 -2.54
H 0.79 0.98 -1.64
H -1.64 2.16 -0.30
H -1.71 0.74 -0.98
H 0.48 0.45 0.80
H -1.03 0.50 1.40
H 0.06 -1.05 -0.94
H -2.33 -1.20 -1.60
H -2.97 -0.59 -0.10
H -2.70 -2.31 -0.63
H 0.49 -2.73 0.65
H -0.62 -2.14 1.68
O 2.91 -1.21 -1.80
H 2.48 -1.28 -0.90
H 2.51 -2.02 -2.25
O 2.14 -1.02 0.93
H 2.98 -1.30 1.10
H 1.68 -1.28 1.77
O -0.03 -0.48 3.21
H -0.97 -0.63 3.25
H 0.32 -0.31 4.10

Löwdin population analysis, charges in e, atoms 1 to 6:
1 C -0.14
2 C -0.24
3 C -0.23
4 C -0.16
5 C -0.34
6 C -0.07